# 1
Entry from the Open Molecules 2025 dataset: a structure of composition C13H18F16O4Si2 in a non-equilibrium geometry (wB97M-V/def2-TZVPD).

Atoms and positions in Å:
Si (0.3083, -6.2023, -1.0921)
O (0.5150, -4.5572, -1.1497)
Si (-0.6720, -3.5993, -1.8078)
C (-2.1768, -3.4698, -0.7030)
C (-3.1399, -4.6637, -0.8302)
C (-3.4429, -5.2231, -2.1582)
O (-4.3824, -4.4342, -1.3909)
H (-0.3980, -6.5351, 0.1660)
H (1.5926, -6.9130, -1.1685)
H (-0.5966, -6.5990, -2.1946)
H (-0.0816, -2.2470, -1.9458)
H (-1.0060, -4.0252, -3.1777)
H (-2.7999, -2.6053, -0.9247)
H (-1.8960, -3.4848, 0.3467)
H (-3.1017, -5.3844, -0.0183)
H (-3.7015, -6.2731, -2.1958)
H (-3.2821, -4.6254, -3.0399)
C (-3.1252, 1.3006, 1.7482)
C (-2.8182, -0.1835, 1.4932)
C (-2.7814, -1.1246, 2.6991)
F (-1.8099, -0.7898, 3.5677)
F (-2.5247, -2.3790, 2.2513)
F (-1.6775, -0.3001, 0.7800)
F (-3.8340, -0.6495, 0.7074)
O (-2.0348, 2.2010, 1.7908)
C (-1.3470, 2.4672, 2.9531)
C (0.1218, 2.0573, 2.8423)
F (0.2287, 0.7333, 2.5959)
F (0.7465, 2.3122, 4.0183)
F (-1.9440, 1.9190, 4.0327)
F (-1.3682, 3.8083, 3.1270)
H (-3.6859, 1.6152, 0.8694)
H (-3.7967, 1.4339, 2.5967)
H (-3.7426, -1.1293, 3.2203)
H (0.6131, 2.6053, 2.0455)
C (2.9408, 2.4057, -1.6345)
C (2.2896, 2.8068, -0.3014)
C (1.5551, 4.1476, -0.2425)
F (2.3841, 5.1813, -0.4669)
F (1.0220, 4.3172, 1.0022)
F (3.1942, 2.7326, 0.6982)
F (1.3338, 1.8638, -0.0525)
O (4.3337, 2.6131, -1.7806)
C (4.8526, 3.7995, -2.2401)
C (5.7578, 4.4640, -1.1981)
F (5.0705, 4.7246, -0.0691)
F (6.2151, 5.6345, -1.6985)
F (3.8947, 4.6423, -2.6769)
F (5.6385, 3.5072, -3.3023)
H (2.8354, 1.3226, -1.6711)
H (2.3818, 2.7912, -2.4874)
H (0.7400, 4.1778, -0.9701)
H (6.6017, 3.8125, -0.9626)

Atomic forces in eV per Å
Si -0.16 0.11 0.31
O -0.43 -0.51 -0.32
Si 0.36 1.24 0.24
C -0.73 -1.30 0.09
C 1.67 0.21 -0.66
C -1.16 0.45 0.44
O -1.09 -0.21 0.49
H 0.11 -0.08 0.03
H 0.06 0.06 -0.03
H 0.10 -0.07 -0.10
H 0.05 -0.04 0.07
H -0.05 -0.25 -0.01
H 0.30 0.36 0.06
H 0.31 0.63 0.01
H -0.16 0.01 0.11
H 0.03 -0.04 -0.46
H 0.82 -0.60 -0.39
C -0.46 0.41 -0.08
C 0.41 0.24 -0.18
C -0.08 -0.22 0.10
F 0.01 0.10 -0.07
F -0.05 0.07 0.12
F -0.03 -0.04 0.08
F -0.13 0.00 0.10
O 0.43 -0.42 0.13
C -0.50 0.13 -0.02
C 0.41 -0.22 0.10
F -0.14 0.01 0.05
F -0.15 0.05 -0.03
F 0.11 -0.02 -0.16
F 0.02 -0.04 0.04
H 0.03 -0.03 -0.05
H 0.13 -0.17 0.15
H -0.01 0.02 -0.04
H -0.12 -0.01 0.11
C -0.10 -0.40 -0.49
C 0.52 -0.01 0.15
C -0.30 0.32 0.07
F 0.13 -0.09 -0.03
F 0.16 -0.02 -0.31
F -0.08 0.07 -0.04
F -0.14 0.01 -0.10
O 0.03 0.47 0.46
C -0.28 -0.30 -0.32
C 0.17 0.09 0.13
F -0.06 0.00 -0.06
F -0.03 -0.07 -0.01
F 0.09 -0.07 0.15
F -0.02 0.05 0.01
H 0.02 -0.02 0.07
H -0.02 0.23 0.10
H 0.00 -0.06 0.00
H -0.02 -0.01 -0.04

For the HOMO energy, the calculation gives -0.364 hartree. Its total energy is -81198.012 eV. The calculation puts the maximum force at 1.81 eV Å⁻¹.

---

# 2
Entry from the Open Molecules 2025 dataset: a cluster of 3 separate species, C13H18F9N4O3 in total (wB97M-V/def2-TZVPD).

Atoms and positions in Å:
O (2.6476, -2.7933, 1.3650)
C (3.2646, -2.0085, 0.7240)
N (3.8719, -1.2240, 0.0453)
N (3.1284, -0.0674, -0.5538)
C (3.8445, 1.0822, -0.1040)
C (3.1053, 2.3158, -0.6152)
C (1.6788, 2.4576, -0.1461)
F (1.2887, 3.7612, -0.3662)
F (1.5916, 2.2812, 1.2040)
C (0.5705, 1.5697, -0.8281)
F (1.0353, 0.9925, -1.9301)
F (-0.4621, 2.3726, -1.2595)
C (-0.1663, 0.5097, 0.0644)
F (-0.7924, -0.3343, -0.7865)
F (0.6185, -0.2037, 0.8567)
C (-1.2987, 1.1439, 0.9615)
F (-1.4469, 0.4400, 2.0790)
F (-1.0531, 2.4103, 1.3104)
F (-2.4733, 1.1387, 0.3150)
H (3.9333, 1.1751, 1.0008)
H (4.8927, 1.1512, -0.4790)
H (3.6013, 3.2118, -0.2222)
H (3.1336, 2.3746, -1.7059)
C (2.3963, -7.2325, -1.5026)
O (2.9940, -8.2627, -1.7686)
N (2.2190, -6.7524, -0.2616)
C (1.4896, -5.5233, 0.0106)
C (2.7829, -7.4945, 0.8495)
H (1.9400, -6.5964, -2.2794)
H (2.1188, -4.7961, 0.5211)
H (0.6203, -5.7373, 0.6371)
H (1.1461, -5.0910, -0.9271)
H (3.8648, -7.5827, 0.7442)
H (2.3685, -8.5031, 0.8901)
H (2.5537, -6.9680, 1.7729)
C (-6.5561, 4.4886, -0.1185)
O (-7.4107, 5.3192, 0.1337)
N (-5.2329, 4.6915, 0.0112)
C (-4.2531, 3.6687, -0.3040)
C (-4.7767, 5.9853, 0.4852)
H (-6.8025, 3.4767, -0.4829)
H (-3.6525, 3.4270, 0.5723)
H (-3.5860, 4.0072, -1.0989)
H (-4.7593, 2.7647, -0.6360)
H (-5.1809, 6.1963, 1.4758)
H (-5.1067, 6.7793, -0.1857)
H (-3.6903, 5.9787, 0.5320)

Atomic forces in eV per Å
O 0.27 -0.31 0.14
C -0.28 0.31 -0.19
N -0.34 0.16 0.12
N 0.35 -0.04 0.07
C 0.03 -0.12 -0.16
C 0.31 0.11 0.07
C -0.17 0.00 0.00
F 0.04 -0.02 0.03
F 0.00 -0.02 -0.04
C -0.05 0.01 0.10
F 0.07 -0.09 -0.14
F -0.01 0.07 0.07
C -0.01 0.17 0.00
F -0.02 -0.10 -0.02
F 0.07 0.00 0.08
C -0.02 0.22 -0.17
F -0.04 -0.15 0.08
F 0.09 -0.04 0.04
F 0.00 -0.08 -0.02
H -0.07 0.02 -0.04
H -0.03 0.06 0.04
H -0.07 -0.05 -0.09
H -0.12 -0.10 0.07
C 0.00 -0.03 -0.04
O -0.02 0.03 0.01
N -0.03 0.04 0.03
C 0.07 -0.15 0.03
C 0.01 0.01 -0.03
H 0.01 0.00 0.00
H -0.04 0.03 -0.03
H -0.03 0.05 -0.02
H 0.01 0.01 -0.01
H 0.00 0.00 0.01
H 0.00 0.00 0.01
H 0.01 0.00 0.00
C -0.03 0.01 0.00
O 0.02 -0.02 -0.01
N 0.02 -0.02 -0.02
C -0.01 0.13 0.04
C -0.02 -0.02 -0.01
H 0.00 0.00 0.00
H 0.01 -0.02 -0.01
H 0.03 -0.05 0.00
H -0.01 -0.01 0.01
H 0.00 0.01 0.00
H 0.00 0.01 0.00
H 0.00 0.00 0.00

For the HOMO energy, the calculation gives -0.107 hartree. Its total energy is -50332.987 eV. The calculation puts the maximum force at 0.46 eV Å⁻¹. As for the net charge: -1.

---

# 3
Entry from the Open Molecules 2025 dataset: a structure of composition C13H18MnN3O5S2 in a non-equilibrium geometry (wB97M-V/def2-TZVPD).

Atoms and positions in Å:
Mn (0.2996, -0.2642, -0.3935)
C (2.2864, 2.2737, 0.2018)
C (1.6296, 2.5278, -1.1640)
N (0.3109, 1.9154, -1.2578)
C (-0.8366, 2.7376, -0.8932)
C (-0.9440, 3.0111, 0.6014)
S (-0.9990, 1.4922, 1.5982)
C (0.4893, 1.6505, 2.6302)
C (1.6871, 0.8350, 2.1489)
N (1.9165, 0.9636, 0.7125)
H (1.9937, 3.0380, 0.9170)
H (3.3650, 2.3475, 0.0715)
H (2.2577, 2.0886, -1.9375)
H (1.5761, 3.6066, -1.3509)
H (0.1656, 1.5704, -2.1952)
H (-1.7323, 2.2027, -1.2091)
H (-0.8107, 3.7005, -1.4161)
H (-1.8785, 3.5422, 0.7839)
H (-0.1265, 3.6405, 0.9594)
H (0.2002, 1.2942, 3.6162)
H (0.7134, 2.7155, 2.7145)
H (1.4720, -0.2113, 2.3382)
H (2.5620, 1.1280, 2.7389)
H (2.6233, 0.2990, 0.4241)
O (-1.6065, -2.0660, 2.6156)
C (-1.1391, -2.0249, 1.4841)
O (-0.0357, -1.4019, 1.1766)
C (-1.8052, -2.8343, 0.3853)
C (-2.1490, -4.1471, 0.7203)
C (-2.6977, -5.0177, -0.2106)
C (-2.9183, -4.5623, -1.5055)
C (-2.6008, -3.2533, -1.8437)
C (-2.0442, -2.3631, -0.9146)
S (-1.7743, -0.6818, -1.4223)
H (-1.9749, -4.4671, 1.7423)
H (-2.9536, -6.0360, 0.0699)
H (-3.3408, -5.2250, -2.2541)
H (-2.7785, -2.8910, -2.8501)
O (3.2697, 0.2322, -3.0276)
N (2.9176, -0.2766, -1.9598)
O (3.6948, -0.3352, -0.9755)
O (1.7156, -0.7537, -1.8695)

Atomic forces in eV per Å
Mn -0.30 1.65 0.42
C -0.24 0.04 -0.13
C 0.04 0.01 0.13
N -0.19 -0.65 -0.24
C 0.04 -0.08 0.17
C 0.02 -0.07 0.10
S -0.03 -0.04 -0.02
C -0.08 0.02 -0.14
C -0.13 0.26 -0.07
N -0.26 -0.93 0.29
H -0.08 0.07 0.10
H 0.17 0.07 0.06
H -0.06 0.04 -0.05
H 0.05 0.07 -0.04
H 0.02 -0.03 -0.26
H 0.01 -0.04 -0.04
H 0.00 0.13 -0.08
H 0.04 0.12 -0.03
H -0.06 0.00 -0.03
H 0.03 0.02 0.10
H 0.02 -0.02 0.06
H 0.04 -0.12 0.00
H 0.13 0.09 0.07
H 0.31 -0.19 -0.01
O 0.10 0.05 -0.03
C 0.33 0.07 -0.21
O -0.24 -0.37 -0.10
C 0.13 -0.14 0.06
C 0.00 0.09 -0.04
C 0.01 0.05 0.04
C 0.04 0.16 0.00
C -0.05 -0.11 0.06
C -0.16 0.08 -0.15
S 0.40 -0.40 0.18
H -0.02 0.03 -0.07
H 0.05 0.11 -0.02
H 0.02 0.04 0.02
H 0.00 -0.02 0.05
O -0.18 -0.35 0.56
N -0.08 -0.19 0.05
O -0.63 -0.05 -0.72
O 0.79 0.53 -0.03

For the HOMO energy (alpha / beta), the calculation gives -0.152 / -0.150 hartree. Its total energy is -81471.247 eV. Its spin multiplicity is 2. The calculation puts the maximum force at 1.73 eV Å⁻¹. As for the net charge: -1.

---

# 4
Entry from the Open Molecules 2025 dataset: the ion C13H18N with charge +1 in a non-equilibrium geometry (wB97M-V/def2-TZVPD).

Atoms and positions in Å:
C (-0.3866, -1.1717, 0.4790)
C (-0.7466, 1.1729, 0.5192)
C (-1.7482, -1.4158, 0.1363)
C (-2.0882, 0.9818, 0.2637)
C (0.1883, 0.0640, 0.5041)
C (-2.6105, -0.3080, 0.1684)
C (3.2299, 2.0309, 0.4899)
C (1.4977, 0.4676, 0.5826)
C (-4.5874, 0.7597, -0.9510)
C (3.2775, -1.2506, -1.5259)
C (2.5691, -0.8913, 0.8660)
C (-4.0939, -0.3457, 0.0702)
C (2.7188, -1.6780, -0.2549)
N (1.9103, 1.6224, 0.6010)
H (0.2623, -2.0588, 0.4559)
H (-0.3427, 2.1775, 0.6278)
H (-2.1022, -2.4718, 0.0839)
H (-2.7387, 1.8075, 0.4640)
H (3.9938, 1.3372, 0.9349)
H (3.2019, 2.9490, 1.1103)
H (-4.6914, 1.7694, -0.5178)
H (-5.4711, 0.3631, -1.2849)
H (-3.8343, 0.7984, -1.6946)
H (3.5794, -2.0685, -2.0782)
H (2.4480, -0.8039, -2.0873)
H (4.0606, -0.5773, -1.3662)
H (3.4412, -0.0748, 1.0305)
H (2.1783, -1.3201, 1.8189)
H (3.6298, 2.3621, -0.4200)
H (-4.4089, -1.3817, -0.1026)
H (-4.6214, -0.1608, 1.0932)
H (2.2850, -2.6847, -0.0162)

Atomic forces in eV per Å
C -0.26 -2.27 -1.99
C 0.25 -0.32 -1.02
C 0.45 0.49 1.54
C 1.81 -0.23 1.79
C -4.77 1.52 0.56
C -0.15 -0.44 -0.12
C 1.07 1.78 3.28
C 2.05 -0.37 0.57
C 1.61 -0.64 2.34
C -1.73 -0.02 0.77
C 1.78 2.68 1.44
C -1.23 0.36 1.50
C -1.23 -1.06 1.80
N 0.11 -1.04 -1.63
H -0.22 0.28 0.27
H -0.17 -0.26 0.09
H 0.19 1.13 -0.06
H -0.32 0.36 -0.47
H -0.45 0.34 -0.11
H 0.94 -0.33 -0.11
H -0.15 -0.68 -0.04
H -2.34 -0.25 -1.31
H 0.36 0.16 -1.16
H 0.79 -1.70 -1.27
H 0.07 0.27 -0.07
H 1.11 1.31 0.00
H -1.51 -2.23 -0.26
H 0.44 0.14 -1.00
H -0.16 0.12 -1.89
H -0.18 0.33 -0.75
H 1.27 -0.03 -1.42
H 0.57 0.59 -1.26

For the HOMO energy, the calculation gives -0.450 hartree. Its total energy is -15252.335 eV. The calculation puts the maximum force at 5.04 eV Å⁻¹. As for the net charge: +1. Its energy above the lowest of the compared OMol25 structures with the same formula, charge and spin is 471.3 kJ/mol.

---

# 5
Entry from the Open Molecules 2025 dataset: a structure of composition C13H18N4OS in a non-equilibrium geometry (wB97M-V/def2-TZVPD).

Atoms and positions in Å:
C (-4.9965, -2.3218, 0.3786)
C (-3.9533, -1.2434, -0.2131)
C (-4.6650, 0.1998, -0.3534)
C (-3.8729, 1.2169, -0.8466)
O (-2.9495, 1.4632, -0.0042)
C (-1.7856, 1.0120, 0.2437)
C (-1.2382, 0.1520, -0.6030)
C (0.1256, -0.1546, -0.7248)
C (0.8368, 0.1854, 0.4248)
C (0.3482, 0.9431, 1.4666)
C (-1.0363, 1.6500, 1.3355)
H (-1.5380, 2.1884, 1.9522)
H (0.8960, 1.0888, 2.2400)
C (2.3074, -0.2428, 0.7235)
H (2.4767, -1.2541, -0.0080)
H (2.4783, -0.5161, 1.8581)
S (3.5100, 0.7584, 0.0959)
C (4.8531, -0.1348, 0.1128)
N (5.0801, -1.2492, 0.2323)
N (6.2359, -1.6641, 0.2827)
C (6.9048, -0.6669, -0.2545)
N (6.0111, 0.5180, -0.1130)
N (6.4892, 1.8396, -0.5253)
H (6.2063, 1.9865, -1.3790)
H (5.9767, 2.5429, -0.2302)
H (8.0882, -0.6021, -0.3501)
H (0.5935, -0.9945, -1.3625)
H (-1.6512, 0.1437, -1.6864)
H (-3.5361, 0.9532, -1.6607)
H (-4.5082, 2.1034, -0.9058)
H (-5.2121, 0.5008, 0.6002)
H (-5.6942, -0.0103, -1.1463)
H (-3.2331, -1.1004, 0.4986)
H (-3.7349, -1.6513, -1.2088)
H (-5.4707, -2.1305, 1.2797)
H (-5.8457, -2.2440, -0.3489)
H (-4.4965, -3.2649, 0.1995)

Atomic forces in eV per Å
C 0.72 1.44 -4.37
C -5.04 0.57 -0.15
C -7.08 -6.34 0.33
C -5.19 3.58 2.49
O 1.58 4.61 5.81
C 3.19 2.59 3.32
C 2.50 -1.51 -6.88
C 0.34 -1.93 2.24
C 2.54 0.06 1.12
C -8.21 2.26 -5.29
C 5.46 -8.70 -5.75
H -2.58 3.67 4.20
H 3.48 1.20 5.02
C -1.89 -5.76 -0.45
H -0.49 2.10 2.60
H -0.42 0.40 -2.34
S -2.49 5.27 -1.01
C 0.15 11.18 -1.72
N -8.07 -13.05 4.14
N 7.74 -1.31 -3.11
C 2.97 2.72 2.53
N 5.29 -0.29 -2.19
N 3.51 -5.65 3.13
H -1.13 -0.32 -7.00
H -3.27 3.94 4.22
H -3.01 0.12 0.11
H -1.08 1.94 0.42
H -0.40 -0.71 2.10
H 3.32 -2.13 -9.00
H 0.20 0.32 -0.58
H 0.96 -0.54 -0.89
H 2.97 0.72 2.06
H 2.56 -0.16 1.15
H 0.78 0.45 0.47
H -0.08 0.21 2.17
H 0.52 -0.48 0.37
H -0.34 -0.47 0.74

For the HOMO energy, the calculation gives -0.305 hartree. Its total energy is -32603.764 eV. The calculation puts the maximum force at 15.89 eV Å⁻¹. Its energy above the lowest of the compared OMol25 structures with the same formula, charge and spin is 1276.2 kJ/mol.

---

# 6
Entry from the Open Molecules 2025 dataset: a structure of composition C13H18NO8PS2Ti (wB97M-V/def2-TZVPD).

Atoms and positions in Å:
Ti (-0.1150, 0.0028, -0.6227)
O (1.6064, 3.8435, 0.7879)
C (1.0709, 2.6479, 0.5829)
O (0.4425, 2.3547, -0.4102)
C (1.2847, 1.6634, 1.6685)
C (1.9509, 1.8900, 2.8570)
C (2.0616, 0.8255, 3.7477)
C (1.5384, -0.4082, 3.4066)
C (0.9070, -0.5460, 2.1783)
N (0.7625, 0.4820, 1.3583)
C (0.3278, -1.8363, 1.6280)
O (0.3964, -2.8596, 2.2625)
O (-0.2188, -1.6546, 0.4617)
H (1.4236, 4.3932, 0.0102)
H (2.3676, 2.8623, 3.0741)
H (2.5657, 0.9653, 4.6944)
H (1.6128, -1.2744, 4.0491)
O (0.9041, -0.1485, -2.0845)
O (1.7211, 0.0697, -0.9415)
C (-4.7636, 2.7185, -2.2855)
C (-4.4290, 1.7583, -3.4079)
C (-5.6192, 0.9526, -3.8848)
O (-3.3337, 0.8534, -3.0697)
P (-3.0463, 0.1147, -1.7095)
S (-1.7856, -1.3624, -2.0008)
S (-2.2575, 1.3348, -0.3173)
O (-4.4897, -0.3839, -1.2824)
C (-4.6598, -1.1807, -0.0726)
C (-5.1302, -2.5563, -0.4870)
C (-5.6384, -0.4416, 0.8132)
H (-5.5026, 3.4346, -2.6481)
H (-3.8800, 3.2641, -1.9590)
H (-5.1910, 2.1953, -1.4288)
H (-4.0084, 2.3169, -4.2445)
H (-6.0699, 0.4009, -3.0612)
H (-5.3146, 0.2478, -4.6577)
H (-6.3676, 1.6257, -4.3062)
H (-3.6883, -1.2518, 0.4242)
H (-6.0803, -2.4861, -1.0192)
H (-5.2701, -3.1802, 0.3966)
H (-4.3959, -3.0330, -1.1346)
H (-6.5961, -0.3248, 0.3029)
H (-5.2526, 0.5450, 1.0706)
H (-5.8039, -0.9998, 1.7353)

Atomic forces in eV per Å
Ti 0.58 -0.31 0.44
O 0.03 0.02 0.06
C -0.14 0.07 -0.23
O 0.09 0.08 -0.03
C 0.06 -0.01 0.13
C -0.02 -0.03 -0.04
C 0.00 0.04 -0.01
C 0.05 -0.12 -0.02
C -0.08 0.17 0.01
N -0.20 -0.06 0.18
C -0.03 0.15 -0.01
O -0.01 -0.01 0.00
O 0.01 0.07 -0.15
H -0.01 -0.01 -0.01
H -0.01 0.01 -0.01
H 0.00 -0.01 0.00
H 0.01 0.00 0.00
O 0.06 -0.20 -0.13
O -0.35 0.06 -0.10
C -0.01 0.02 0.01
C 0.06 -0.02 0.00
C -0.01 -0.01 -0.02
O -0.12 0.02 0.02
P 0.07 -0.04 -0.02
S 0.09 0.13 -0.24
S 0.04 -0.08 0.11
O -0.19 0.04 0.02
C 0.03 0.03 0.05
C 0.00 0.00 -0.01
C 0.00 0.01 0.01
H 0.00 0.00 0.00
H -0.01 0.01 0.00
H 0.01 -0.01 -0.01
H -0.02 0.01 0.00
H 0.01 0.00 0.00
H 0.00 0.00 0.00
H 0.00 0.01 0.00
H 0.00 -0.02 0.00
H 0.00 0.00 0.00
H 0.00 0.00 0.00
H 0.01 0.01 0.00
H 0.00 0.00 0.00
H 0.01 0.00 -0.01
H 0.00 -0.01 0.00

For the HOMO energy, the calculation gives -0.323 hartree. Its total energy is -85723.100 eV. The calculation puts the maximum force at 0.79 eV Å⁻¹. Its energy above the lowest of the compared OMol25 structures with the same formula, charge and spin is 3.4 kJ/mol.